2 unconnected molecules or ions with the total composition CH5N2 in a non-equilibrium geometry, computed with ωB97M-V with the def2-TZVPD basis set.

Geometry as XYZ:
```
8
Properties=species:S:1:pos:R:3:forces:R:3:nbo_charge:R:1
C 0.007 0.612 0.012 -0.18 -1.41 0.55 0.36
N 1.192 -0.031 0.117 -1.31 3.30 -0.76 -0.72
N -1.180 0.155 -0.050 1.91 -6.46 0.49 -0.59
H 0.062 1.665 0.037 0.35 1.43 -0.12 0.23
H 1.818 0.716 -0.197 1.06 -1.27 0.45 0.43
H 1.410 -0.996 -0.037 -0.23 -0.44 -0.16 0.44
H -2.143 0.378 0.014 -0.68 0.87 0.11 0.46
H -0.939 -1.724 0.178 -0.92 3.97 -0.56 0.39
```
Forces are in eV/Å.

As for the max |F|: 0.131 Eh/bohr. As for the energy relative to the best compared isomer or geometry (same formula, charge and spin): 4.982 eV. As for the net charge: +1. The value obtained for the HOMO energy (alpha / beta) is -0.6072 / -0.6062 hartree. As for the orbital gap (alpha / beta): 0.3341 / 0.3294 Eh. The LUMO energy (alpha / beta) is -7.43 / -7.53 eV.